A 2-piece molecular cluster, CClF3O2S overall at a distorted geometry. Source: the Open Molecules 2025 dataset; level of theory: wB97M-V/def2-TZVPD.

Calculated values
Gap between HOMO and LUMO (spin up / spin down) ... 6.30 / 9.03 eV
Energy relative to the best compared isomer or geometry (same formula, charge and spin) ... 3.0995 eV
E ... -36638.2093 eV
HOMO energy (spin up / spin down) ... -10.509 / -12.260 eV

The geometry in ORCA input format:
```
! wB97M-V def2-TZVPD RIJCOSX def2/J DEFGRID3
* xyz 0 1
Cl -3.5422 0.0590 0.0490
S -0.4705 -0.9417 0.0644
F 0.9497 1.3002 -1.2069
F 0.5742 1.7834 0.8729
F 2.0200 0.2085 0.3288
O -0.2177 -1.3807 -1.2605
O -0.1985 -1.8447 1.1617
C 0.8851 0.8160 -0.0094
*
```


An isolated molecule of CClF3O2S at a distorted geometry. Source: the Open Molecules 2025 dataset; level of theory: wB97M-V/def2-TZVPD.

Calculated values
Gap between HOMO and LUMO ... 11.21 eV
Energy relative to the best compared isomer or geometry (same formula, charge and spin) ... 1.4539 eV
E ... -36639.8549 eV
SMILES ... O=S(=O)(Cl)C(F)(F)F
HOMO energy ... -11.641 eV

The geometry in ORCA input format:
```
! wB97M-V def2-TZVPD RIJCOSX def2/J DEFGRID3
* xyz 0 1
Cl 0.4350 2.1994 -0.0347
S 0.7673 0.3206 0.4294
F -1.6081 0.5456 -0.2948
F -1.1454 -1.5109 0.3877
F -0.4578 -0.9056 -1.4897
O 0.8466 0.1563 1.8174
O 1.8842 -0.3397 -0.5557
C -0.7218 -0.4657 -0.2597
*
```


A 2-piece molecular cluster, CClF3O2S overall at a distorted geometry. Source: the Open Molecules 2025 dataset; level of theory: wB97M-V/def2-TZVPD.

Calculated values
Gap between HOMO and LUMO (spin up / spin down) ... 9.19 / 6.00 eV
Energy relative to the best compared isomer or geometry (same formula, charge and spin) ... 3.1983 eV
E ... -36638.1105 eV
HOMO energy (spin up / spin down) ... -12.081 / -10.196 eV

The geometry in ORCA input format:
```
! wB97M-V def2-TZVPD RIJCOSX def2/J DEFGRID3
* xyz 0 1
Cl -0.9087 3.2196 -0.9365
S 0.9399 0.2754 1.0285
F -0.7357 -1.2846 -0.4889
F -1.4779 0.7052 -0.2588
F 0.2712 0.3771 -1.5836
O 0.5934 -0.8102 1.9353
O 2.2788 0.3242 0.4505
C -0.4350 -0.0397 -0.5147
*
```


A 2-piece molecular cluster, CClF3S overall at a distorted geometry. Source: the Open Molecules 2025 dataset; level of theory: wB97M-V/def2-TZVPD.

Calculated values
Gap between HOMO and LUMO (spin up / spin down) ... 9.45 / 6.85 eV
Energy relative to the best compared isomer or geometry (same formula, charge and spin) ... 2.7223 eV
E ... -32543.2176 eV
HOMO energy (spin up / spin down) ... -10.002 / -9.262 eV

The geometry in ORCA input format:
```
! wB97M-V def2-TZVPD RIJCOSX def2/J DEFGRID3
* xyz 0 1
Cl -1.2817 -0.8306 -0.6969
S -0.2861 2.6608 0.6436
F 0.7936 -1.4111 0.7188
F -1.6331 2.0304 1.3216
F 1.2249 -0.5811 -1.2470
C 0.3403 -0.6415 -0.2623
*
```


Q: Among the records above, which one has the lowest E?
A: number 2